Molecular formula: C42H41IP2RhS3
Method: DFT, the ωB97M-V functional and the def2-TZVPD basis

```
90
Properties=species:S:1:pos:R:3:lowdin_charge:R:1
Rh -0.34066 -0.25016 0.16723 0.182
C -2.59832 1.54245 2.86730 -0.463
C -2.22808 2.89973 2.27610 -0.498
S -0.54135 3.17316 1.71652 0.903
C 0.47056 2.74460 3.14512 -0.478
C 1.62547 1.81790 2.78365 -0.458
S 1.36636 0.21396 1.95504 0.845
C 0.69076 -0.73496 3.32997 -0.544
C -0.73625 -0.37497 3.69207 -0.486
S -1.83612 -0.00827 2.27511 0.775
H -3.67074 1.38992 2.73838 0.082
H -2.42812 1.53584 3.94278 0.073
H -2.51505 3.66738 2.99669 0.088
H -2.81279 3.08859 1.37385 0.053
H -0.15352 2.35221 3.94319 0.065
H 0.92059 3.66152 3.53132 0.085
H 2.15638 1.53056 3.69419 0.089
H 2.34529 2.34962 2.16481 0.064
H 1.34825 -0.60870 4.19175 0.094
H 0.75164 -1.76883 3.00428 -0.035
H -0.74521 0.50506 4.32801 0.056
H -1.19745 -1.19300 4.24444 0.089
C 1.57555 -5.55438 -2.80272 -0.063
C 0.31598 -5.02781 -2.55562 -0.057
C 0.17893 -3.74542 -2.05203 -0.158
C 1.30022 -2.95618 -1.79115 -0.356
C 2.56220 -3.49554 -2.04581 -0.091
C 2.69579 -4.78507 -2.54398 -0.062
P 1.17610 -1.18124 -1.31114 0.984
C 2.89302 -0.83889 -0.84622 -0.401
C 3.68335 0.06694 -1.54116 -0.086
C 5.00160 0.27408 -1.15264 -0.064
C 5.52800 -0.42304 -0.07726 -0.062
C 4.73949 -1.33328 0.61940 -0.063
C 3.42590 -1.53787 0.23946 -0.151
C 0.91311 -0.38898 -2.92466 -0.357
C 1.51758 -0.86047 -4.08822 -0.055
C 1.23235 -0.26438 -5.30346 -0.046
C 0.33459 0.79574 -5.36126 -0.041
C -0.26110 1.27210 -4.20544 -0.063
C 0.03337 0.68416 -2.97929 -0.328
H 1.68084 -6.55973 -3.18696 0.111
H -0.56824 -5.62372 -2.73626 0.113
H -0.80965 -3.39089 -1.82055 0.030
H 3.45817 -2.91840 -1.87411 0.101
H 3.68574 -5.17980 -2.72845 0.111
H 3.27957 0.61461 -2.38354 0.111
H 5.61467 0.97791 -1.69955 0.112
H 6.55676 -0.26487 0.21670 0.110
H 5.15177 -1.88470 1.45356 0.113
H 2.81051 -2.25836 0.76821 0.106
H 2.19151 -1.70631 -4.04362 0.113
H 1.69773 -0.63334 -6.20697 0.114
H 0.09986 1.25551 -6.31162 0.115
H -0.94161 2.11025 -4.26274 0.105
C -4.27704 3.93662 -2.21740 -0.060
C -4.09873 2.72699 -2.87556 -0.053
C -2.97629 1.95826 -2.62557 -0.095
C -1.99320 2.40219 -1.73822 -0.330
C -2.17135 3.62603 -1.09899 -0.134
C -3.31289 4.38296 -1.32824 -0.061
P -0.53571 1.36038 -1.37094 0.990
C -2.08384 -0.53697 -1.00309 -0.397
C -2.17629 -1.43239 -2.05215 -0.167
C -3.39559 -2.01070 -2.39768 -0.064
C -4.53637 -1.69391 -1.68488 -0.066
C -4.47227 -0.73472 -0.67878 -0.060
C -3.26299 -0.14697 -0.35860 -0.192
C 0.77391 2.68281 -1.33957 -0.337
C 0.71104 3.77746 -2.20295 -0.083
C 1.74505 4.69789 -2.25605 -0.057
C 2.87020 4.53622 -1.45891 -0.065
C 2.95924 3.43762 -0.62018 -0.070
C 1.91608 2.52295 -0.57047 -0.152
H -5.16032 4.53240 -2.40315 0.111
H -4.84304 2.37412 -3.57644 0.113
H -2.87262 0.99670 -3.11348 0.109
H -1.40012 4.02073 -0.45509 0.050
H -3.43421 5.33050 -0.82052 0.114
H -1.31007 -1.65729 -2.65612 0.078
H -3.44130 -2.71293 -3.21988 0.113
H -5.48093 -2.15945 -1.93102 0.109
H -5.37092 -0.43550 -0.15488 0.112
H -3.25092 0.67868 0.34180 0.060
H -0.15046 3.92513 -2.84050 0.107
H 1.67055 5.54529 -2.92464 0.111
H 3.67433 5.25819 -1.50067 0.109
H 3.84296 3.27943 -0.01436 0.111
H 2.00031 1.65294 0.06244 0.026
I -0.80829 -2.85379 1.11154 0.496
```

Calculated values
**Energy above the lowest of the compared OMol25 structures with the same formula, charge and spin**: 0.0 kJ/mol
**Charge**: +1
**Gap between HOMO and LUMO**: 0.26664 Eh
**E**: -3910.4578 Ha

***

Molecular formula: C3H2O3S
Method: DFT, the ωB97M-V functional and the def2-TZVPD basis

```
9
Properties=species:S:1:pos:R:3:lowdin_charge:R:1
C 1.05226 0.13933 0.27179 -0.203
C 1.45698 -0.92817 -0.21628 0.031
C 0.28933 1.28239 0.60538 0.122
O -0.83140 -2.22441 0.10035 -0.230
O -0.67125 -1.03706 -1.93283 -0.244
O -1.15809 0.26090 0.17715 -0.237
S -0.47394 -1.02045 -0.51835 0.572
H 0.08299 1.44274 1.56799 0.078
H 0.25311 2.08473 -0.05520 0.110
```

Calculated values
**Energy above the lowest of the compared OMol25 structures with the same formula, charge and spin**: 714.9 kJ/mol
**Gap between HOMO and LUMO**: 0.33831 Eh
**E**: -739.1790 Ha

***

Molecular formula: C12H26FN5O2P
Method: DFT, the ωB97M-V functional and the def2-TZVPD basis

```
47
Properties=species:S:1:pos:R:3:lowdin_charge:R:1
C -3.21873 2.31905 -2.32684 -0.105
C -2.16717 1.87526 -3.47740 -0.160
C -1.40348 0.54667 -3.05586 -0.289
F -0.27139 0.27695 -3.90514 -0.029
N -1.00233 0.67582 -1.64268 0.119
C -0.73770 -0.43546 -0.94236 -0.240
N -0.83742 -1.77903 -1.48113 0.202
C -0.40407 -2.51786 -0.31454 -0.138
C -0.25083 -4.09727 -0.23835 -0.162
O -1.15923 -4.59459 0.75386 -0.238
C -0.65494 -5.85443 1.29755 -0.080
N -0.08559 -1.71106 0.80498 -0.231
P 0.51810 -2.09935 2.42561 0.940
C -0.84364 -2.71021 3.57860 -0.275
C 1.44178 -0.65394 3.21409 -0.271
N -0.30146 -0.40780 0.41970 0.098
H -3.67325 1.40855 -1.81317 0.085
H -4.02279 2.96143 -2.80107 0.086
H -2.65076 2.94473 -1.56146 0.070
H -2.79029 1.63054 -4.40576 0.125
H -1.46875 2.75429 -3.67262 0.122
H -2.10797 -0.32865 -3.21206 0.164
H -0.87318 1.57468 -1.15362 0.143
H -0.45403 -4.53013 -1.28015 0.150
H 0.84795 -4.30268 0.02555 0.136
H -1.54577 -6.57376 1.32001 0.113
H -0.30867 -5.66370 2.36327 0.088
H 0.19159 -6.25744 0.64998 0.103
H -1.17865 -3.74611 3.25586 0.027
H -1.72878 -2.00128 3.58523 0.053
H -0.37271 -2.76513 4.62214 0.067
H 0.91166 -0.34528 4.16791 0.057
H 1.50190 0.24833 2.53054 0.023
H 2.48031 -1.00693 3.48777 0.052
H -0.17973 0.45649 0.97181 0.159
C 0.89599 3.76886 -0.13184 -0.349
O 0.21267 3.28998 0.76282 -0.022
N 2.25053 3.73731 -0.18989 -0.196
C 2.98739 4.32782 -1.29124 -0.045
C 2.98575 3.09347 0.88256 -0.036
H 0.44032 4.28074 -0.99462 0.134
H 3.57870 3.55135 -1.78178 0.095
H 3.65219 5.10163 -0.90132 0.097
H 2.30916 4.77371 -2.01950 0.089
H 2.67809 2.04676 0.95111 0.075
H 2.75138 3.58953 1.82702 0.100
H 4.05782 3.14813 0.69643 0.095
```

Calculated values
**Charge**: +1
**Gap between HOMO and LUMO**: 0.31680 Eh
**E**: -1337.9964 Ha

***

Molecular formula: C12H17F2N6O11S2V
Method: DFT, the ωB97M-V functional and the def2-TZVPD basis

```
51
Properties=species:S:1:pos:R:3:lowdin_charge:R:1
O 5.62719 0.88862 -32.63704 -0.270
V 4.31190 0.00942 -32.42571 1.080
N 3.54380 0.99816 -30.79910 -0.335
S 2.40799 2.04389 -30.56392 0.470
O 2.73722 3.42409 -30.71287 -0.274
O 1.42700 1.66306 -29.57309 -0.236
F 1.60715 1.81824 -31.92917 -0.167
S 4.14748 1.05824 -29.19066 0.573
O 3.61154 0.05352 -28.32544 -0.226
O 4.50819 2.32440 -28.62265 -0.251
F 5.55907 0.46773 -29.57337 -0.156
O 2.94567 0.17205 -36.16446 0.152
C 3.46782 0.11616 -34.93701 -0.748
O 4.29243 -0.75556 -34.57053 -0.025
O 3.03586 0.85972 -34.01512 -0.043
H 3.39669 -0.54556 -36.64017 0.132
O 4.03787 -3.52738 -30.48554 0.118
C 4.23692 -2.40123 -31.21023 -0.772
O 5.29555 -1.73428 -31.18983 -0.013
O 3.32872 -2.01483 -31.98418 -0.051
H 3.15914 -3.77721 -30.81813 0.128
C 5.61847 3.98990 -31.22761 -0.065
C 5.89231 5.19402 -30.44020 -0.273
N 6.09586 6.18422 -29.90575 0.131
H 6.50056 3.84177 -31.85899 0.093
H 4.77641 4.15043 -31.88796 0.081
H 5.57618 3.10806 -30.60473 0.040
C 4.50019 -2.73480 -27.41774 -0.077
C 5.67060 -2.30789 -26.64916 -0.277
N 6.58366 -1.97787 -26.04274 0.119
H 3.58924 -2.41426 -26.90320 0.085
H 4.37879 -3.81484 -27.43419 0.081
H 4.50735 -2.21850 -28.37053 0.040
C 3.77474 5.35120 -27.26844 -0.052
C 4.18036 4.55073 -26.08022 -0.286
N 4.55454 3.91447 -25.19910 0.122
H 3.02443 6.06203 -26.93637 0.076
H 3.36205 4.58850 -27.92873 0.060
H 4.66833 5.80661 -27.68376 0.049
C 0.74141 5.91543 -30.44476 -0.074
C -0.14651 5.14968 -29.56817 -0.277
N -0.87861 4.55477 -28.91674 0.132
H 1.74293 5.49236 -30.47054 0.048
H 0.77547 6.99316 -30.31353 0.077
H 0.39506 5.77700 -31.47291 0.085
C 7.70534 3.75868 -27.58622 -0.069
C 8.96163 3.24695 -27.03882 -0.280
N 9.94361 2.87732 -26.58142 0.114
H 7.44692 4.64024 -26.99798 0.080
H 6.91390 3.01729 -27.49090 0.069
H 7.78191 4.08308 -28.62107 0.060
```

Calculated values
**2S+1**: 2
**Charge**: -1
**Gap between HOMO and LUMO (alpha / beta)**: 0.36128 / 0.36737 Eh
**E**: -3563.9383 Ha

***

Molecular formula: C17H17N4O2PdTe4
Method: DFT, the ωB97M-V functional and the def2-TZVPD basis

```
45
Properties=species:S:1:pos:R:3:lowdin_charge:R:1
Pd 0.62955 -0.13425 -0.09030 -0.235
C -2.40252 0.80201 2.40598 -0.077
O -0.98381 0.64577 2.46162 -0.210
C -0.29188 1.81141 2.62760 -0.289
C 0.18892 2.14440 3.88637 0.011
C 0.91652 3.30807 4.06807 -0.046
C 1.16514 4.16170 2.99273 -0.062
C 0.68982 3.83722 1.73830 -0.033
C -0.03618 2.66105 1.54887 -0.235
N -0.47121 2.22094 0.27183 0.082
N -0.62684 3.15904 -0.55322 0.100
C -0.72879 3.04299 -1.88109 -0.079
C -0.17511 1.93476 -2.67751 -0.325
O 0.45203 0.98344 -2.18896 -0.129
C -0.38561 1.98128 -4.12002 0.011
C -1.02903 3.00392 -4.69651 0.013
C -1.54987 4.12669 -3.93981 -0.163
C -2.19999 5.17199 -4.59087 -0.014
C -2.68661 6.24827 -3.87214 -0.048
C -2.52094 6.28639 -2.48867 -0.053
C -1.88008 5.25793 -1.82873 -0.008
C -1.38847 4.15734 -2.54503 -0.104
H -2.82762 -0.19747 2.44908 0.082
H -2.75645 1.38598 3.25793 0.103
H -2.69983 1.29418 1.47603 0.078
H -0.01802 1.47395 4.71055 0.131
H 1.29304 3.55479 5.05140 0.115
H 1.73190 5.07014 3.14001 0.112
H 0.88594 4.47694 0.88775 0.115
H 0.01211 1.15179 -4.68791 0.123
H -1.17107 3.01349 -5.77088 0.127
H -2.31846 5.13299 -5.66616 0.121
H -3.18762 7.05813 -4.38387 0.113
H -2.89231 7.13267 -1.92666 0.113
H -1.74278 5.29807 -0.75784 0.110
Te 3.00113 1.07516 0.18386 0.438
Te -0.15736 -2.43084 0.88982 0.292
Te 2.38878 -0.98053 1.66031 0.277
Te -1.74108 -1.24598 -0.75858 0.416
N 1.44026 -3.08167 -3.03194 -0.055
N 1.80188 -1.89626 -2.23429 -0.115
H 0.42456 -3.04532 -3.08350 0.041
H 1.61442 -3.86100 -2.40198 0.057
H 1.55752 -1.10334 -2.81931 0.036
H 2.81802 -1.88877 -2.24362 0.063
```

Calculated values
**2S+1**: 5
**Energy above the lowest of the compared OMol25 structures with the same formula, charge and spin**: 0.0 kJ/mol
**Charge**: +1
**Gap between HOMO and LUMO (alpha / beta)**: 0.23450 / 0.19678 Eh
**E**: -2227.1614 Ha

***

Molecular formula: N2O6Si
Method: DFT, the ωB97M-V functional and the def2-TZVPD basis

```
9
Properties=species:S:1:pos:R:3:lowdin_charge:R:1
N 1.43423 -4.28882 4.13552 -0.182
N -4.52893 4.42576 -8.05109 -0.039
O 1.95034 -4.76523 3.29711 0.441
O -3.82660 5.21596 -8.23437 0.535
O 0.74648 -4.13967 5.00853 0.400
O 2.25706 -2.57343 4.30714 -0.226
O 2.99775 0.28962 4.02931 -0.199
O -5.24193 3.58463 -8.02956 0.505
Si 2.72433 -1.15661 4.18734 0.766
```

Calculated values
**Energy above the lowest of the compared OMol25 structures with the same formula, charge and spin**: 17.9 kJ/mol
**Charge**: +2
**Gap between HOMO and LUMO**: 0.33695 Eh
**E**: -849.4751 Ha